[1]
{"formula": "C4H7BrN2", "method": "the ωB97M-V functional and the def2-TZVPD basis", "de_lowest_ev": 1.6032, "smiles": "C=N[C@@H](Br)/C=N\\C", "homo_energy_ha": -0.3402, "lumo_ev": 0.39, "total_energy_ev": -77281.3412, "homo_lumo_gap_ev": 9.64, "elements": ["H", "C", "H", "H", "H", "C", "C", "N", "H", "H", "H", "Br", "N", "C"], "positions_angstrom": [[-1.061, -0.093, -1.253], [-1.976, -1.664, 0.512], [2.133, 1.481, -0.617], [1.312, 3.119, -0.326], [0.598, -0.443, 1.283], [0.181, -0.885, 0.392], [-0.256, 0.190, -0.589], [0.208, 1.309, -0.881], [-2.751, -2.496, 0.366], [-2.229, -0.794, 0.976], [1.493, 1.687, 0.818], [1.788, -1.499, -0.673], [-0.772, -1.917, 0.226], [1.331, 2.004, -0.234]]}

***

[2]
{"formula": "C4H7BrN2O", "method": "the ωB97M-V functional and the def2-TZVPD basis", "de_lowest_ev": 2.4627, "smiles": "[H]/N=C(/CBr)[C@H](C)N=O", "homo_energy_ha": [-0.3423, -0.3422], "lumo_ev": [-0.50, -0.50], "total_energy_ev": -79327.3602, "homo_lumo_gap_ev": [8.82, 8.81], "elements": ["N", "H", "H", "H", "H", "C", "H", "C", "H", "Br", "N", "H", "C", "O", "C"], "positions_angstrom": [[0.315, -0.840, -1.713], [1.805, -1.741, 0.937], [2.255, -2.033, -0.791], [-1.483, 0.437, -0.792], [-1.601, 1.810, 0.517], [-1.193, 0.786, 0.242], [-1.445, -0.052, 1.002], [0.265, 1.023, 0.156], [-0.370, -0.354, -2.275], [3.608, -0.144, 0.168], [0.793, 2.072, -0.666], [0.707, 1.109, 1.087], [1.822, -1.288, -0.068], [1.861, 2.590, -0.301], [0.792, -0.429, -0.643]]}

***

[3]
{"formula": "C4H7BrN4O", "method": "the ωB97M-V functional and the def2-TZVPD basis", "de_lowest_ev": 0.0000, "homo_energy_ha": [-0.2611, -0.3408], "lumo_ev": [-0.83, -1.90], "total_energy_ev": -82305.2451, "s2": 2.023, "homo_lumo_gap_ev": [6.28, 7.37], "spin_multiplicity": 3, "elements": ["H", "Br", "N", "N", "N", "C", "H", "O", "H", "N", "H", "H", "H", "C", "C", "C", "H"], "positions_angstrom": [[-0.479, -1.080, -0.633], [-2.657, -0.640, -0.590], [-0.566, 2.361, -0.236], [0.476, -1.159, -0.289], [0.506, 1.998, -0.771], [0.660, -0.429, 0.812], [-2.373, 0.207, 1.704], [1.645, 2.177, -0.471], [1.021, -2.515, -1.563], [-0.368, 0.102, 1.473], [2.182, -1.194, -1.486], [1.635, -0.619, 1.315], [2.246, -2.337, -0.258], [-1.557, 1.885, 0.428], [-1.534, 0.615, 1.119], [1.582, -1.865, -0.956], [-2.421, 2.491, 0.404]]}

***

[4]
{"formula": "C4H7BrNS", "method": "the ωB97M-V functional and the def2-TZVPD basis", "de_lowest_ev": 2.4108, "smiles": "C[N@@H+]1C=CS[C@H]1Br", "homo_energy_ha": -0.5012, "lumo_ev": -3.61, "total_energy_ev": -86620.2766, "homo_lumo_gap_ev": 10.03, "charge": 1, "elements": ["H", "S", "H", "C", "C", "H", "H", "H", "H", "C", "Br", "N", "H", "C"], "positions_angstrom": [[-2.132, -0.488, -0.520], [1.317, -1.179, -1.471], [0.448, -0.700, 1.926], [-0.037, 0.266, 1.666], [-0.416, -1.429, -1.243], [-0.750, -2.197, -1.758], [0.498, 1.287, 2.040], [-0.925, 0.044, 2.204], [-0.681, 1.261, -0.120], [-1.066, -0.552, -0.493], [1.037, 2.008, -1.856], [-0.183, 0.448, 0.200], [1.781, 0.733, 0.102], [1.110, 0.498, -0.677]]}

***

[5]
{"formula": "C4H7BrO", "method": "the ωB97M-V functional and the def2-TZVPD basis", "de_lowest_ev": 2.7923, "smiles": "CC[C@]1(Br)CO1", "homo_energy_ha": -0.3260, "lumo_ev": 0.80, "total_energy_ev": -76348.4333, "homo_lumo_gap_ev": 9.67, "elements": ["C", "C", "H", "H", "O", "C", "H", "C", "H", "Br", "H", "H", "H"], "positions_angstrom": [[0.884, -0.381, 0.172], [-0.902, 1.427, -0.124], [-1.658, 1.966, 0.418], [1.039, -2.151, -1.460], [0.915, -1.843, 0.558], [-0.181, 0.456, 0.854], [-0.677, -1.780, -0.825], [0.392, -1.875, -0.764], [-0.106, 2.018, -0.457], [2.471, 0.481, -0.293], [-1.398, 0.887, -0.910], [-0.974, -0.240, 1.163], [0.193, 1.033, 1.665]]}

***

[6]
{"formula": "C4H7BrO2", "method": "the ωB97M-V functional and the def2-TZVPD basis", "de_lowest_ev": 1.7022, "smiles": "C=C(C)O.O=CBr", "homo_energy_ha": -0.3236, "lumo_ev": 0.49, "total_energy_ev": -78396.8248, "homo_lumo_gap_ev": 9.30, "elements": ["H", "O", "H", "Br", "C", "O", "H", "C", "C", "H", "H", "C", "H", "H"], "positions_angstrom": [[0.502, -0.541, -2.618], [-0.513, 1.926, 0.879], [-1.458, 0.156, 1.352], [-0.701, 1.512, 3.444], [-0.130, -0.017, -1.863], [-0.649, -1.415, -0.060], [1.601, -0.725, 1.025], [1.356, -0.279, 0.108], [0.243, -0.573, -0.575], [0.088, 1.058, -1.836], [2.062, 0.437, -0.138], [-0.892, 1.035, 1.574], [-0.288, -2.128, 0.621], [-1.222, -0.446, -1.914]]}

***

[7]
{"formula": "C4H7BrOS", "method": "the ωB97M-V functional and the def2-TZVPD basis", "de_lowest_ev": 0.5530, "smiles": "S[C@]1(Br)CCCO1", "homo_energy_ha": -0.3365, "lumo_ev": 0.75, "total_energy_ev": -87185.1060, "homo_lumo_gap_ev": 9.91, "elements": ["H", "H", "H", "C", "C", "C", "S", "C", "H", "H", "O", "Br", "H", "H"], "positions_angstrom": [[2.011, 0.172, 0.368], [1.706, -1.432, 0.688], [0.286, -1.420, -1.354], [-1.097, 0.292, 0.040], [0.715, -0.477, -1.127], [1.270, -0.502, 0.352], [-1.724, 1.947, 0.213], [0.067, -0.146, 1.242], [-1.646, 2.299, -1.106], [1.510, -0.022, -1.718], [-0.378, 0.368, -1.157], [-2.573, -0.998, -0.098], [-0.241, -0.920, 1.768], [0.093, 0.837, 1.888]]}

***

[8]
{"formula": "C4H7CaO3", "method": "the ωB97M-V functional and the def2-TZVPD basis", "de_lowest_ev": 0.0961, "homo_energy_ha": [-0.1765, -0.2916], "lumo_ev": [0.42, 0.34], "total_energy_ev": -28839.3221, "s2": 0.750, "homo_lumo_gap_ev": [5.22, 8.27], "spin_multiplicity": 2, "elements": ["O", "C", "H", "H", "H", "O", "C", "C", "Ca", "H", "H", "C", "H", "H", "O"], "positions_angstrom": [[0.103, -0.820, 0.210], [-0.013, -0.689, -1.084], [0.255, -1.003, 2.803], [0.946, 0.827, 1.142], [-0.366, 0.620, 3.184], [-0.397, 0.577, -2.392], [0.872, 0.669, -1.756], [-0.422, -0.208, 2.465], [-1.040, -0.967, -3.741], [-0.767, 0.997, 0.697], [-1.452, -0.589, 2.457], [-0.019, 0.307, 1.108], [1.819, 0.431, -2.275], [0.790, 1.556, -1.095], [-0.310, -1.707, -1.725]]}

***

[9]
{"formula": "C4H7Cl3N3", "method": "the ωB97M-V functional and the def2-TZVPD basis", "de_lowest_ev": 0.3154, "smiles": "C[N@H+]1CN=N[C@@H]1C(Cl)(Cl)Cl", "homo_energy_ha": -0.5507, "lumo_ev": -4.49, "total_energy_ev": -46289.2873, "homo_lumo_gap_ev": 10.50, "charge": 1, "elements": ["Cl", "H", "C", "N", "H", "H", "H", "C", "C", "H", "Cl", "N", "Cl", "N", "H", "H", "C"], "positions_angstrom": [[2.960, 2.001, 0.145], [0.056, -1.999, 1.527], [-0.057, -1.501, 0.449], [1.782, -1.758, -0.862], [-1.299, 1.052, 0.676], [-1.112, 0.336, -1.036], [0.756, 0.201, 1.239], [1.806, -0.433, -0.613], [-0.529, 0.770, -0.156], [-1.089, -1.531, 0.132], [4.378, -0.328, -0.986], [0.459, -0.086, 0.392], [3.153, -0.644, 1.630], [0.848, -2.388, -0.364], [-0.063, 1.806, -0.390], [1.497, 0.183, -1.486], [3.051, 0.162, 0.006]]}

***

[10]
{"formula": "C4H7Cl3Si", "method": "the ωB97M-V functional and the def2-TZVPD basis", "de_lowest_ev": 6.9202, "homo_energy_ha": -0.3459, "lumo_ev": 0.24, "total_energy_ev": -49702.6739, "homo_lumo_gap_ev": 9.65, "elements": ["Cl", "H", "H", "C", "C", "C", "Si", "H", "Cl", "Cl", "H", "H", "H", "H", "C"], "positions_angstrom": [[-1.813, -2.223, 2.768], [-0.276, -2.285, 0.237], [2.071, 1.767, -0.502], [0.459, 0.344, -0.334], [1.463, 1.176, 0.102], [0.412, 0.484, -2.540], [-0.809, -0.884, 0.280], [1.182, -0.343, -2.822], [0.277, -0.287, 3.297], [1.294, 1.960, -2.925], [-2.213, -0.775, -0.376], [-1.822, -0.020, 2.498], [-0.586, 0.485, -3.039], [1.530, 1.346, 1.145], [-1.171, -0.745, 2.212]]}

***

[11]
{"formula": "C4H7ClF3N", "method": "the ωB97M-V functional and the def2-TZVPD basis", "homo_energy_ha": [-0.2131, -0.3925], "lumo_ev": [0.82, -2.66], "total_energy_ev": -26420.1129, "s2": 2.006, "homo_lumo_gap_ev": [6.62, 8.02], "spin_multiplicity": 3, "elements": ["H", "H", "N", "Cl", "H", "H", "C", "C", "H", "C", "F", "C", "F", "F", "H", "H"], "positions_angstrom": [[1.990, 0.851, 2.748], [0.469, 1.671, 2.378], [0.694, -0.119, 1.293], [0.633, -0.375, -3.714], [-0.091, -1.716, 2.491], [0.600, 0.214, 3.261], [-0.272, -0.441, -2.225], [0.058, -1.197, 1.489], [-0.102, -1.699, 0.535], [-0.854, 0.864, -1.853], [-1.420, 0.782, -0.633], [0.951, 0.646, 2.450], [-1.323, -1.368, -2.324], [-1.788, 1.118, -2.696], [0.055, 1.596, -1.899], [0.400, -0.827, -1.302]]}

***

[12]
{"formula": "C4H7ClFN", "method": "the ωB97M-V functional and the def2-TZVPD basis", "de_lowest_ev": 0.5223, "smiles": "N[C@H](/C=C\\Cl)CF", "homo_energy_ha": -0.3412, "lumo_ev": 0.87, "total_energy_ev": -20990.2959, "homo_lumo_gap_ev": 10.16, "elements": ["H", "F", "C", "C", "H", "C", "Cl", "N", "C", "H", "H", "H", "H", "H"], "positions_angstrom": [[-1.837, -1.345, 0.691], [0.845, -0.734, -1.693], [-1.097, -0.599, 0.582], [-0.280, -0.531, 1.606], [0.534, 1.386, -0.802], [-1.093, 0.179, -0.733], [1.200, 0.458, 1.600], [-0.477, 1.446, -0.706], [-0.564, -0.772, -1.837], [-2.163, 0.218, -0.978], [-1.016, -1.778, -1.912], [-0.927, 2.053, -1.336], [-0.412, -1.199, 2.404], [-0.652, -0.311, -2.785]]}